Below is a structure of composition C18H46CuN3O12 in a non-equilibrium geometry, with properties calculated with ωB97M-V with the def2-TZVPD basis set.

The orbital gap (spin up / spin down) comes out at 5.1864 / 3.5492 eV. As for the net charge: +1. As for the expectation value of S²: 0.7571. The total energy comes out at -93071.750 eV. The spin multiplicity is 2.

Geometry as XYZ:
```
80
Properties=species:S:1:pos:R:3:mulliken_spin:R:1
Cu 3.250 -4.862 -1.983 0.000
N 1.415 0.632 -2.361 -0.033
O 2.153 1.600 -2.657 0.504
O 1.842 -0.496 -2.155 0.143
O 0.261 0.920 -2.152 0.386
C -11.144 2.469 -2.311 0.000
C -11.150 1.034 -1.883 0.000
O -9.998 0.818 -1.028 0.000
C -9.306 -0.268 -1.020 0.000
O -9.532 -1.287 -1.726 0.000
O -8.353 -0.181 -0.146 0.000
C -6.989 -0.529 -0.417 0.000
H -12.154 2.797 -2.557 0.000
H -10.536 2.528 -3.213 0.000
H -10.866 3.217 -1.567 0.000
H -11.065 0.435 -2.790 0.000
H -12.131 0.808 -1.464 0.000
H -6.917 -1.528 -0.845 0.000
H -6.426 -0.547 0.517 0.000
H -6.621 0.362 -0.925 0.000
C -4.207 1.613 4.906 0.000
O -2.800 1.750 4.529 0.000
C -1.928 2.347 5.423 0.000
C -1.028 3.249 4.557 0.000
N 0.038 2.520 3.845 0.000
C 1.052 3.382 3.236 0.000
C 2.252 3.576 4.289 0.000
O 3.045 4.730 3.963 0.000
C 2.484 6.036 4.283 0.000
H -4.436 0.554 4.787 0.000
H -4.768 2.066 4.088 0.000
H -4.491 1.837 5.934 0.000
H -1.358 1.614 5.995 0.000
H -2.544 2.848 6.170 0.000
H -0.656 4.048 5.198 0.000
H -1.687 3.746 3.844 0.000
H -0.312 1.948 3.090 0.000
H 0.696 4.345 2.870 0.000
H 1.497 2.887 2.373 0.000
H 2.895 2.715 4.105 0.000
H 2.069 3.691 5.358 0.000
H 2.406 6.199 5.358 0.000
H 1.585 6.239 3.701 0.000
H 3.135 6.847 3.960 0.000
C 1.899 -3.381 1.501 0.000
O 3.156 -3.785 0.896 0.000
C 4.277 -3.414 1.572 0.000
C 5.505 -4.156 1.038 0.000
N 5.718 -3.983 -0.360 0.000
C 6.045 -2.609 -0.680 0.000
C 6.209 -2.554 -2.348 0.000
O 5.146 -3.339 -2.794 0.000
C 5.035 -3.517 -4.223 0.000
H 1.411 -4.236 1.969 0.000
H 1.170 -3.050 0.761 0.000
H 2.023 -2.541 2.185 0.000
H 4.172 -3.776 2.595 0.000
H 4.454 -2.353 1.397 0.000
H 5.483 -5.220 1.274 0.000
H 6.329 -3.726 1.607 0.000
H 6.535 -4.550 -0.530 0.000
H 6.890 -2.228 -0.107 0.000
H 5.198 -1.950 -0.493 0.000
H 7.189 -2.975 -2.569 0.000
H 6.026 -1.566 -2.770 0.000
H 4.085 -3.979 -4.491 0.000
H 5.797 -4.188 -4.620 0.000
H 5.078 -2.562 -4.747 0.000
C -1.515 -5.602 -3.067 0.000
O -0.273 -5.123 -3.794 0.000
H -1.171 -6.488 -2.534 0.000
H -1.813 -4.894 -2.293 0.000
H -2.248 -5.816 -3.845 0.000
H -0.291 -5.607 -4.623 0.000
C 5.900 4.026 -6.719 0.000
O 4.739 4.660 -6.170 0.000
H 5.969 4.226 -7.788 0.000
H 6.768 4.525 -6.287 0.000
H 6.085 2.959 -6.595 0.000
H 4.350 4.064 -5.526 0.000
```

Below is a cluster of 8 separate species, C18H47N4O8 in total in a non-equilibrium geometry, with properties calculated with ωB97M-V with the def2-TZVPD basis set.

The orbital gap comes out at 7.3176 eV. As for the net charge: +1. The total energy comes out at -41758.043 eV.

Geometry as XYZ:
```
77
Properties=species:S:1:pos:R:3:mulliken_charge:R:1
N 2.640 -0.743 -0.143 -0.047
C 2.420 0.284 0.761 -0.085
N 2.871 0.199 2.036 -0.164
N 1.741 1.407 0.284 0.270
C 2.556 2.665 0.437 -0.816
C 1.926 3.701 1.461 -0.285
C 0.629 4.398 0.865 -0.981
N -0.389 4.815 1.848 -0.360
C -0.951 3.697 2.644 -1.228
C -1.466 2.504 1.757 0.482
C -2.453 2.846 0.737 -0.005
C -2.933 1.780 -0.148 -0.578
C -2.400 0.449 0.089 -0.419
C -1.425 0.104 1.099 -0.550
C -0.952 1.162 1.978 -0.081
O -0.007 0.909 2.973 -0.680
H 2.537 -1.666 0.299 0.326
H 1.980 -0.678 -0.938 0.111
H 3.761 0.649 2.254 0.212
H 2.413 -0.343 2.766 0.245
H 1.494 1.236 -0.697 0.297
H 2.664 3.120 -0.584 0.422
H 3.584 2.342 0.764 0.204
H 2.706 4.511 1.551 0.406
H 1.797 3.274 2.486 0.257
H 0.985 5.347 0.370 0.425
H 0.208 3.778 0.026 0.344
H 0.046 5.456 2.513 0.307
H -0.296 3.345 3.489 0.421
H -1.878 4.104 3.143 0.485
H -2.828 3.892 0.634 0.327
H -3.666 2.025 -0.952 0.459
H -2.735 -0.384 -0.578 0.453
H -0.999 -0.910 1.260 0.546
H 0.608 1.658 3.035 0.257
C -3.259 -3.666 -1.891 -0.713
O -2.410 -2.832 -1.110 -0.266
H -3.161 -3.388 -2.940 0.256
H -2.965 -4.711 -1.766 0.276
H -4.294 -3.530 -1.577 0.264
H -2.521 -3.105 -0.191 0.187
C 0.531 -2.201 -2.566 -0.331
O 1.306 -1.000 -2.682 -0.622
H 0.907 -2.782 -1.725 -0.039
H -0.515 -1.948 -2.390 0.312
H 0.625 -2.788 -3.481 0.317
H 0.957 -0.504 -3.430 0.298
C -4.574 5.483 -1.712 -0.538
O -5.386 4.468 -1.132 -0.507
H -5.058 5.839 -2.620 0.264
H -4.462 6.316 -1.013 0.255
H -3.591 5.075 -1.964 0.245
H -4.940 4.169 -0.333 0.302
C 3.240 -4.677 -2.046 -0.436
O 2.251 -5.615 -2.451 -0.498
H 3.145 -4.506 -0.974 0.118
H 4.234 -5.074 -2.263 0.352
H 3.090 -3.733 -2.579 0.194
H 2.355 -5.749 -3.399 0.294
C 6.012 2.997 -1.318 -0.398
O 6.571 1.924 -0.570 -0.501
H 6.819 3.641 -1.662 0.292
H 5.473 2.602 -2.183 0.230
H 5.333 3.576 -0.685 0.127
H 5.843 1.367 -0.278 0.278
C 0.713 -5.571 0.555 -0.469
O 1.556 -4.728 1.344 -0.475
H 0.817 -5.289 -0.491 0.107
H 1.014 -6.613 0.680 0.317
H -0.329 -5.443 0.862 0.243
H 1.447 -4.996 2.263 0.258
C -5.296 -3.718 1.914 -0.557
O -4.570 -4.282 0.824 -0.417
H -5.217 -2.634 1.861 0.203
H -6.347 -4.006 1.849 0.271
H -4.875 -4.064 2.861 0.269
H -4.654 -5.239 0.890 0.262
```

Below is a structure of composition C18H47NNiO4Si2 in a non-equilibrium geometry, with properties calculated with ωB97M-V with the def2-TZVPD basis set.

The orbital gap (spin up / spin down) comes out at 4.8926 / 6.5468 eV. The energy above the lowest of the compared OMol25 structures with the same formula, charge and spin comes out at 111.7 kcal per mole. As for the expectation value of S²: 2.0081. The total energy comes out at -85902.330 eV. The spin multiplicity is 3.

Geometry as XYZ:
```
73
Properties=species:S:1:pos:R:3:mulliken_spin:R:1
O -2.931 0.911 -2.157 0.000
O -1.767 -0.911 -3.177 -0.009
C -3.085 0.500 -0.728 0.005
C -4.133 1.379 -0.110 0.001
H -2.112 0.607 -0.237 0.006
H -3.358 -0.558 -0.782 -0.002
H -3.706 2.352 0.151 0.000
H -4.538 0.938 0.800 0.000
H -4.959 1.541 -0.812 0.000
C -2.102 2.135 -2.321 -0.001
C -2.100 2.566 -3.757 0.000
H -1.090 1.869 -1.983 0.002
H -2.532 2.880 -1.644 0.000
H -1.378 1.981 -4.338 0.000
H -1.795 3.616 -3.796 0.000
H -3.086 2.479 -4.224 0.000
C -0.540 -1.128 -3.930 0.000
C -2.685 -2.045 -3.156 0.001
C 0.459 -0.007 -3.780 -0.002
H -0.819 -1.295 -4.976 0.000
H -0.097 -2.069 -3.577 -0.001
H 0.069 0.929 -4.191 0.001
H 1.358 -0.270 -4.357 0.000
H 0.769 0.159 -2.741 0.005
C -3.897 -1.708 -3.977 0.000
H -2.947 -2.218 -2.101 0.000
H -2.161 -2.935 -3.534 0.000
H -4.354 -0.772 -3.628 0.000
H -4.639 -2.503 -3.925 0.000
H -3.588 -1.594 -5.022 0.000
H -2.523 0.150 -2.717 0.000
Ni 1.793 0.695 2.041 1.479
C 1.101 -0.339 0.695 0.176
Si 0.782 -2.193 0.740 -0.005
H 1.744 -0.200 -0.206 -0.028
H 0.135 0.196 0.506 0.010
C -1.017 -2.508 1.226 0.008
C 2.115 -2.868 1.874 0.022
C 0.884 -2.970 -0.981 0.026
C 0.284 0.644 3.158 0.243
Si 1.606 0.675 4.481 -0.039
H -0.405 -0.212 3.079 -0.050
H -0.302 1.576 2.982 0.022
C 2.036 -1.080 5.006 0.014
C 0.854 1.619 5.909 0.036
C 3.228 1.491 3.872 0.036
H 1.266 -4.002 -0.881 0.003
H 1.563 -2.402 -1.633 -0.002
H -0.100 -3.017 -1.470 -0.008
H -1.315 -1.908 2.096 0.001
H -1.163 -3.576 1.458 0.001
H -1.677 -2.249 0.378 -0.003
H 1.923 -2.560 2.911 -0.008
H 3.071 -2.422 1.552 0.002
H 2.219 -3.964 1.848 -0.001
H -0.236 1.515 5.864 -0.005
H 1.093 2.686 5.855 -0.001
H 1.198 1.232 6.875 -0.002
H 3.139 2.565 3.649 -0.005
H 3.791 0.993 3.055 0.003
H 3.856 1.400 4.770 0.008
H 2.265 -1.094 6.079 -0.001
H 2.909 -1.477 4.474 -0.001
H 1.192 -1.756 4.828 -0.001
N 2.496 2.272 0.775 0.054
C 3.336 2.331 -0.428 0.000
C 4.330 1.159 -0.569 0.000
O 5.210 1.500 -1.398 0.001
O 4.137 0.107 0.066 0.010
H 1.554 2.561 0.496 -0.002
H 2.803 2.999 1.414 0.001
H 2.685 2.319 -1.314 0.000
H 3.889 3.282 -0.407 0.001
```

What is the formula in the second record? C18H47N4O8

Among the records above, which one has the highest total energy? C18H47N4O8

Which of these has the lowest total energy? C18H46CuN3O12